Computed, not measured: a cluster of 2 separate species, C4H14N3O in total, with ωB97M-V with the def2-TZVPD basis set.

Last column: natural (NBO) charge in e.
Element x y z (Å)
C (0.65, 1.79, 1.63)  -0.08
C (1.88, 2.03, 2.52)  -0.65
O (0.61, 0.36, 1.32)  -0.79
H (-0.17, 2.03, 2.29)  0.19
H (0.87, 2.22, 0.66)  0.19
H (2.88, 2.07, 2.10)  0.23
H (0.80, -0.18, 2.09)  0.48
H (1.79, 1.44, 3.43)  0.21
H (1.77, 3.02, 2.98)  0.23
C (-0.87, 0.77, -2.20)  -0.42
C (-0.66, -1.31, -0.91)  0.71
N (-1.32, -2.47, -0.61)  -0.82
N (-1.37, -0.29, -1.36)  -0.53
N (0.66, -1.23, -0.89)  -0.77
H (-2.09, -2.53, 0.03)  0.43
H (-0.79, -3.32, -0.73)  0.41
H (-2.33, -0.29, -1.05)  0.42
H (1.03, -0.33, -0.64)  0.45
H (1.32, -1.98, -0.96)  0.43
H (-0.58, 0.56, -3.22)  0.23
H (0.00, 1.20, -1.70)  0.20
H (-1.53, 1.59, -2.14)  0.24

For the electronic energy, the calculation gives -10886.240 eV. The spin multiplicity is 1. As for the total charge: +1. The value obtained for the energy above the lowest of the compared OMol25 structures with the same formula, charge and spin is 185.38 kJ/mol. For the HOMO-LUMO gap, the calculation gives 11.043 eV. Its LUMO energy is -2.90 eV.

***

Computed, not measured: a structure of composition C38H43GeN3OPReS, with ωB97M-V with the def2-TZVPD basis set.

Last column: Mulliken charge in e.
Element x y z (Å)
Re (0.13, -0.54, 1.29)  0.98
S (1.07, -1.56, 2.88)  -0.22
C (6.12, 3.92, -0.48)  -1.53
C (4.82, 4.25, -1.15)  0.55
C (4.19, 3.36, -2.01)  -0.63
C (3.00, 3.68, -2.66)  -0.11
C (2.41, 4.91, -2.43)  -0.01
N (1.18, 5.27, -3.06)  -0.07
C (0.11, 4.49, -3.38)  0.21
O (-0.69, 4.76, -4.24)  -0.61
N (-0.06, 3.30, -2.63)  -0.10
C (0.16, 3.06, -1.29)  -0.09
C (0.46, 4.06, -0.35)  -0.29
C (0.71, 3.71, 0.96)  -1.56
C (0.64, 2.39, 1.35)  -0.28
N (0.31, 1.42, 0.46)  0.62
C (0.07, 1.76, -0.82)  -0.66
C (3.02, 5.82, -1.59)  -0.30
C (4.22, 5.49, -0.96)  -0.77
H (6.41, 2.88, -0.65)  0.34
H (6.07, 4.08, 0.60)  0.37
H (6.93, 4.55, -0.86)  0.37
H (4.67, 2.40, -2.22)  0.46
H (2.56, 2.98, -3.36)  0.48
H (1.15, 6.17, -3.53)  0.27
H (-0.64, 2.64, -3.13)  0.23
H (0.45, 5.09, -0.65)  0.74
H (0.94, 4.47, 1.69)  0.55
H (0.84, 2.07, 2.36)  0.54
H (-0.25, 0.96, -1.48)  0.64
H (2.57, 6.80, -1.43)  0.44
H (4.69, 6.22, -0.31)  0.43
C (3.55, 0.04, 0.50)  -1.12
C (3.27, -1.43, 0.20)  -0.85
P (1.54, -1.71, -0.26)  0.38
C (1.22, -3.51, -0.32)  0.35
C (2.46, -4.40, -0.43)  -1.48
C (1.40, -1.12, -1.98)  0.06
C (2.28, -1.87, -2.98)  -1.37
H (4.62, 0.19, 0.66)  0.49
H (3.04, 0.37, 1.41)  0.21
H (3.25, 0.70, -0.32)  0.16
H (3.46, -2.05, 1.08)  0.48
H (3.91, -1.80, -0.61)  0.61
H (0.55, -3.67, -1.17)  0.58
H (0.65, -3.75, 0.58)  -0.52
H (3.09, -4.14, -1.28)  0.36
H (2.15, -5.44, -0.56)  0.43
H (3.07, -4.34, 0.47)  0.35
H (1.64, -0.06, -1.98)  -0.19
H (0.34, -1.22, -2.26)  0.48
H (3.34, -1.77, -2.76)  0.31
H (2.11, -1.47, -3.98)  0.45
H (2.03, -2.94, -3.02)  0.33
C (-1.72, -0.94, 1.22)  0.23
Ge (-2.84, -2.31, 0.67)  -0.43
C (-2.15, 0.20, 2.13)  -0.38
C (-2.69, 1.39, 1.59)  0.38
C (-2.97, 2.46, 2.40)  -1.12
C (-2.71, 2.40, 3.78)  -0.53
C (-2.19, 1.24, 4.33)  -0.93
C (-1.91, 0.15, 3.51)  -0.07
C (-2.20, -4.08, 0.69)  1.12
C (-2.69, -5.07, -0.17)  -0.30
C (-2.36, -6.40, 0.06)  -0.71
C (-1.56, -6.73, 1.15)  -0.54
C (-1.07, -5.75, 2.00)  -0.49
C (-1.38, -4.42, 1.77)  -0.79
C (-4.69, -2.05, 0.53)  0.81
C (-5.51, -3.15, 0.84)  -0.37
C (-6.89, -2.98, 0.84)  -0.68
C (-7.44, -1.75, 0.52)  -0.47
C (-6.62, -0.66, 0.20)  -0.75
C (-5.25, -0.81, 0.21)  -0.08
H (-2.88, 1.44, 0.53)  0.55
H (-3.39, 3.37, 1.98)  0.48
H (-2.94, 3.24, 4.41)  0.46
H (-2.00, 1.18, 5.39)  0.48
H (-1.53, -0.77, 3.94)  0.56
H (-3.33, -4.82, -1.01)  0.52
H (-2.72, -7.17, -0.60)  0.46
H (-1.33, -7.77, 1.35)  0.43
H (-0.45, -6.02, 2.85)  0.46
H (-0.97, -3.65, 2.41)  0.28
H (-5.09, -4.11, 1.08)  0.36
H (-7.53, -3.82, 1.09)  0.42
H (-8.51, -1.63, 0.52)  0.41
H (-7.07, 0.29, -0.05)  0.43
H (-4.62, 0.03, -0.05)  0.27

For the electronic energy, the calculation gives -125378.380 eV. The spin multiplicity is 1. As for the total charge: +2. The value obtained for the energy above the lowest of the compared OMol25 structures with the same formula, charge and spin is 7.00 kJ/mol. For the HOMO-LUMO gap, the calculation gives 5.879 eV. Its LUMO energy is -7.04 eV.

***

Computed, not measured: an isolated molecule of C23H30N4O4, with ωB97M-V with the def2-TZVPD basis set.

Last column: natural (NBO) charge in e.
Element x y z (Å)
C (7.61, 3.55, 0.85)  -0.64
C (8.04, 2.22, 0.24)  -0.06
O (7.00, 1.57, -0.44)  -0.49
C (6.02, 0.92, 0.25)  0.28
C (5.99, 0.74, 1.63)  -0.25
C (4.95, 0.04, 2.21)  -0.23
C (3.92, -0.50, 1.44)  0.11
N (2.91, -1.20, 2.10)  -0.59
C (1.84, -1.86, 1.58)  0.66
O (1.57, -1.91, 0.40)  -0.62
C (0.94, -2.51, 2.64)  -0.29
N (-0.38, -1.92, 2.71)  -0.43
C (-0.35, -0.48, 2.92)  -0.23
C (-1.76, 0.02, 3.19)  -0.22
N (-2.61, -0.28, 2.05)  -0.46
C (-3.94, 0.28, 2.16)  -0.31
C (-4.64, 0.34, 0.79)  0.67
O (-5.84, 0.34, 0.69)  -0.61
N (-3.74, 0.42, -0.22)  -0.61
C (-3.96, 0.46, -1.60)  0.12
C (-2.86, 0.39, -2.44)  -0.23
C (-3.00, 0.43, -3.82)  -0.25
C (-4.27, 0.53, -4.38)  0.27
O (-4.54, 0.57, -5.71)  -0.49
C (-3.46, 0.50, -6.61)  -0.25
C (-5.38, 0.59, -3.53)  -0.24
C (-5.23, 0.56, -2.16)  -0.22
C (-2.64, -1.73, 1.86)  -0.23
C (-1.23, -2.23, 1.57)  -0.23
C (3.96, -0.32, 0.06)  -0.21
C (4.99, 0.38, -0.52)  -0.24
H (8.47, 4.03, 1.32)  0.21
H (6.83, 3.41, 1.59)  0.21
H (7.23, 4.20, 0.06)  0.22
H (8.47, 1.56, 1.01)  0.17
H (8.81, 2.39, -0.52)  0.19
H (6.76, 1.14, 2.27)  0.21
H (4.94, -0.09, 3.29)  0.20
H (3.02, -1.24, 3.11)  0.40
H (0.82, -3.57, 2.39)  0.23
H (1.39, -2.44, 3.63)  0.19
H (0.29, -0.27, 3.78)  0.20
H (0.05, 0.05, 2.04)  0.18
H (-1.74, 1.10, 3.34)  0.20
H (-2.14, -0.45, 4.11)  0.17
H (-4.59, -0.27, 2.85)  0.20
H (-3.86, 1.31, 2.52)  0.22
H (-2.77, 0.36, 0.08)  0.42
H (-1.86, 0.31, -2.02)  0.21
H (-2.12, 0.37, -4.44)  0.21
H (-3.90, 0.55, -7.61)  0.20
H (-2.77, 1.35, -6.48)  0.17
H (-2.91, -0.44, -6.51)  0.17
H (-6.36, 0.67, -3.98)  0.22
H (-6.09, 0.61, -1.52)  0.25
H (-3.29, -1.96, 1.01)  0.21
H (-3.03, -2.23, 2.75)  0.18
H (-1.25, -3.31, 1.44)  0.21
H (-0.86, -1.77, 0.64)  0.20
H (3.17, -0.74, -0.55)  0.26
H (5.03, 0.52, -1.59)  0.23

For the electronic energy, the calculation gives -38488.612 eV. The spin multiplicity is 1. As for the total charge: 0. The SMILES is CCOc1ccc(NC(=O)CN2CCN(CC(=O)Nc3ccc(OC)cc3)CC2)cc1. The value obtained for the energy above the lowest of the compared OMol25 structures with the same formula, charge and spin is 131.05 kJ/mol. For the HOMO-LUMO gap, the calculation gives 8.241 eV. Its LUMO energy is 0.51 eV.